Entry 1:
DFT (ωB97M-V/def2-TZVPD) results for an isolated molecule of C4H7N3O.

Geometry as ORCA input:
```
! wB97M-V def2-TZVPD RIJCOSX def2/J DEFGRID3
* xyz 0 1
C -2.28 -0.05 0.46
C -1.46 -1.13 0.54
C -1.78 1.08 -0.13
C 0.61 1.23 -0.19
N -0.49 1.04 -0.73
N -0.79 -1.61 -0.44
N 1.11 1.13 1.13
O 0.01 -2.61 -0.52
H -3.23 0.10 0.90
H -1.56 -1.91 1.34
H -2.51 1.89 -0.35
H 1.42 1.08 -0.92
H -0.50 -0.97 -1.13
H 0.57 1.07 1.99
H 2.02 1.08 1.35
*
```

Energy relative to the best compared isomer or geometry (same formula, charge and spin): 114.5 kcal per mole
HOMO-LUMO gap (alpha / beta): 8.25 / 8.25 eV
F_max: 6.653 eV/A
HOMO energy (alpha / beta): -7.9 / -7.9 eV
E_LUMO (alpha / beta): 0.364 / 0.363 eV

Here are the natural (NBO) charges for atoms 1 to 8, given in e:
1. C -0.329
2. C -0.050
3. C 0.003
4. C 0.326
5. N -0.544
6. N -0.023
7. N -0.823
8. O -0.540

Entry 2:
DFT (ωB97M-V/def2-TZVPD) results for an isolated molecule of C6H10O.

Geometry as ORCA input:
```
! wB97M-V def2-TZVPD RIJCOSX def2/J DEFGRID3
* xyz 0 1
C -2.17 0.31 -0.09
C -1.69 -0.84 -0.89
C -0.51 -0.37 -0.04
C -0.14 -1.30 1.12
C 0.97 1.70 0.10
C 0.56 0.48 -0.65
O -2.89 1.08 0.44
H -1.98 -1.99 -0.88
H -1.62 -0.82 -2.01
H -0.89 -1.47 1.77
H 0.68 -0.80 1.62
H 0.27 -2.14 0.64
H 0.11 1.92 0.71
H 1.28 2.40 -0.72
H 1.83 1.56 0.83
H 1.35 -0.04 -1.02
H 0.09 0.92 -1.68
*
```

Energy relative to the best compared isomer or geometry (same formula, charge and spin): 78.4 kcal per mole
HOMO-LUMO gap: 8.78 eV
F_max: 5.091 eV/A
Structure (SMILES): CC[C@]1(C)CC1=O
HOMO energy: -7.9 eV
E_LUMO: 0.887 eV

Here are the natural (NBO) charges for atoms 1 to 8, given in e:
1. C 0.653
2. C -0.573
3. C -0.131
4. C -0.610
5. C -0.615
6. C -0.391
7. O -0.475
8. H 0.247

Entry 3:
DFT (ωB97M-V/def2-TZVPD) results for a cluster of 2 separate species, C4H12N3OS in total.

Geometry as ORCA input:
```
! wB97M-V def2-TZVPD RIJCOSX def2/J DEFGRID3
* xyz 1 1
C -1.96 -0.82 -0.16
C -2.07 0.49 -2.24
C 1.74 -0.99 2.00
C 0.47 -1.11 2.46
N 1.01 1.44 -1.30
N 2.16 0.23 1.45
N -1.44 -0.06 -1.02
O 1.11 -1.01 -1.06
S 0.53 0.35 -0.39
H -1.47 -1.13 0.70
H -2.94 -1.25 -0.28
H -2.08 -0.38 -2.87
H -1.33 1.26 -2.51
H -3.04 0.88 -1.85
H 2.45 -1.67 1.64
H 1.28 -0.93 -2.08
H -0.30 -0.33 2.65
H 0.21 -2.00 3.05
H 0.61 2.30 -1.16
H 1.55 0.86 1.90
H 3.14 0.36 1.43
*
```

Energy relative to the best compared isomer or geometry (same formula, charge and spin): 75.0 kcal per mole
HOMO-LUMO gap: 8.95 eV
F_max: 2.954 eV/A
HOMO energy: -12.5 eV
E_LUMO: -3.578 eV

Here are the natural (NBO) charges for atoms 1 to 8, given in e:
1. C 0.047
2. C -0.440
3. C 0.012
4. C -0.551
5. N -1.057
6. N -0.806
7. N -0.421
8. O -0.864

Entry 4:
DFT (ωB97M-V/def2-TZVPD) results for a structure of composition C15H24N2O2S.

Geometry as ORCA input:
```
! wB97M-V def2-TZVPD RIJCOSX def2/J DEFGRID3
* xyz 0 1
C -4.67 -1.47 1.28
C -3.19 -1.31 0.56
H -2.49 -0.79 1.27
H -2.90 -2.30 0.21
C -3.38 -0.53 -0.80
C -2.12 -0.34 -1.23
N -1.80 -1.26 -2.01
O -0.47 -0.83 -2.72
C -0.08 0.27 -2.05
C -0.96 0.64 -1.10
C -0.81 2.08 -0.27
N -1.41 2.42 0.66
O -2.35 1.43 1.20
H -2.59 2.22 2.13
C 0.40 2.68 -0.93
H 0.56 3.44 0.06
H 0.15 3.02 -1.68
C 1.60 1.76 -0.97
C 2.17 1.24 0.19
C 3.38 0.45 0.29
C 4.10 0.41 1.42
H 4.31 1.53 1.92
H 5.04 -0.08 1.50
H 3.45 0.07 2.48
H 4.04 1.03 -0.82
S 3.35 -1.30 -0.48
C 2.25 -2.39 0.76
C 0.84 -2.25 0.27
H 0.22 -3.12 1.10
H 0.82 -2.90 -0.62
H 0.27 -1.37 0.22
H 2.71 -3.19 0.77
H 2.32 -1.61 1.72
H 2.13 1.78 0.99
H 1.25 0.38 0.58
H 2.51 2.66 -1.35
C 1.35 0.83 -2.35
H 2.06 0.04 -1.97
H 1.31 1.38 -3.13
H -4.22 -0.63 -1.29
H -3.66 0.55 -0.17
H -5.56 -1.82 0.71
H -5.20 -0.55 1.56
H -4.71 -2.28 2.08
*
```

Energy relative to the best compared isomer or geometry (same formula, charge and spin): 436.1 kcal per mole
HOMO-LUMO gap: 8.93 eV
F_max: 19.204 eV/A
HOMO energy: -8.6 eV
E_LUMO: 0.297 eV

Here are the natural (NBO) charges for atoms 1 to 8, given in e:
1. C -0.654
2. C -0.381
3. H 0.239
4. H 0.210
5. C -0.468
6. C 0.275
7. N -0.135
8. O -0.364